Record 1
Molecular formula: C20H24BBrF4N2O4Ru
Method: DFT, wB97M-V/def2-TZVPD

Properties
largest force on an atom: 0.45 eV/A
gap between HOMO and LUMO (alpha / beta): 6.9 / 6.4 eV
LUMO energy (alpha / beta): -4.0 / -4.5 eV
highest occupied orbital energy (alpha / beta): -10.89 / -10.88 eV
charge: +1
2S+1: 2
E: -4280.117024 Eh

The geometry in XYZ format:
```
57
Properties=species:S:1:pos:R:3:forces:R:3
Ru -0.6758 1.0912 -0.5447 0.1 0.0 -0.1
O 2.8812 2.7023 3.0517 0.0 0.0 0.1
C 1.9703 1.9823 3.7454 0.0 0.0 0.0
C 2.0412 2.0963 5.1347 0.0 0.0 0.0
C 1.1548 1.4160 5.9427 0.0 0.0 0.0
C 0.1655 0.6050 5.3913 0.0 0.0 0.0
C 0.0956 0.4874 4.0200 0.0 0.0 0.0
C 0.9930 1.1557 3.1835 0.0 -0.1 0.0
C 0.8650 0.9974 1.7045 0.0 0.0 -0.1
O -0.3525 1.5653 1.2357 -0.4 -0.1 0.0
N 0.9138 -0.4164 1.2765 0.0 0.0 -0.1
N 0.0678 -0.6454 0.2202 0.2 0.0 0.1
C -0.3431 -1.8295 -0.0412 -0.1 0.1 0.0
C -1.4867 -2.0382 -0.9068 0.0 0.0 -0.1
Br -2.6860 -0.5179 -0.9618 0.2 0.3 0.3
C -1.8834 -3.1761 -1.4780 0.1 0.0 0.0
C -1.0717 -4.3952 -1.5204 0.0 0.0 0.0
C 0.3189 -4.3526 -1.6485 0.0 0.0 0.0
C 1.0544 -5.5268 -1.6644 0.0 0.0 0.0
C 0.4096 -6.7503 -1.5577 0.0 0.0 0.0
C -0.9754 -6.8023 -1.4564 0.0 0.0 0.0
C -1.7143 -5.6336 -1.4510 0.0 0.0 0.0
H 2.7969 2.6354 2.0930 0.0 0.0 0.0
H 2.8073 2.7337 5.5548 0.0 0.0 0.0
H 1.2301 1.5221 7.0169 0.0 0.0 0.0
H -0.5377 0.0837 6.0253 0.0 0.0 0.0
H -0.6875 -0.1177 3.5726 0.0 0.0 0.0
H 1.6738 1.4994 1.1846 0.0 0.0 0.0
H 0.7798 -1.0696 2.0395 0.0 0.0 0.0
H 0.0707 -2.6882 0.4813 0.0 0.0 0.0
H -2.8728 -3.2218 -1.9197 0.0 0.0 0.0
H 0.8195 -3.4021 -1.7864 0.0 0.0 0.0
H 2.1294 -5.4871 -1.7768 0.0 0.0 0.0
H 0.9842 -7.6665 -1.5727 0.0 0.0 0.0
H -1.4783 -7.7574 -1.3897 0.0 0.0 0.0
H -2.7944 -5.6742 -1.3790 0.0 0.0 0.0
C 0.4502 0.8743 -3.5253 0.1 0.0 0.0
O -0.7122 1.1475 -2.7142 -0.2 -0.2 0.0
C -1.5573 2.2087 -3.1992 0.1 0.0 0.0
C -1.3929 3.4085 -2.3025 0.0 0.0 0.1
O -1.6687 2.9300 -0.9739 0.1 0.0 -0.2
C -1.8265 3.9803 0.0092 0.0 0.0 0.0
H 0.1155 0.6020 -4.5252 0.0 0.0 0.0
H 0.9661 0.0378 -3.0634 0.0 0.0 0.0
H 1.1112 1.7391 -3.5507 0.0 0.0 0.0
H -2.5829 1.8389 -3.1618 0.0 0.0 0.0
H -1.2995 2.4466 -4.2302 0.0 0.0 0.0
H -2.1171 4.1827 -2.5622 0.0 0.0 0.0
H -0.3815 3.8197 -2.3354 0.0 0.0 0.0
H -0.9378 4.6034 0.0388 0.0 0.0 0.0
H -1.9720 3.4930 0.9676 0.0 0.0 0.0
H -2.7080 4.5589 -0.2640 0.0 0.0 0.0
F 2.4101 3.2491 -2.1755 0.0 0.0 0.0
B 2.0417 3.0577 -0.8828 0.0 -0.1 -0.1
F 1.1300 3.9579 -0.4081 0.0 0.0 0.0
F 3.0479 2.7719 -0.0031 0.0 0.0 0.0
F 1.2205 1.6874 -0.9568 0.0 0.0 0.1
```
Forces are in eV/Å.


Record 2
Molecular formula: C20H24CaF12N2O20S4
Method: DFT, wB97M-V/def2-TZVPD

Properties
largest force on an atom: 6.58 eV/A
gap between HOMO and LUMO: 9.3 eV
LUMO energy: -0.1 eV
highest occupied orbital energy: -9.41 eV
E: -5859.612599 Eh

The geometry in XYZ format:
```
83
Properties=species:S:1:pos:R:3:forces:R:3
Ca -0.2927 0.2051 -0.2467 0.0 -0.6 -1.1
C -3.8769 1.7552 2.0679 0.4 -0.3 0.7
F -3.1774 1.5051 3.2038 -0.7 1.1 -1.0
F -5.1748 1.7060 2.3166 0.5 -0.1 -0.1
F -3.6054 3.0137 1.5920 0.2 -1.5 0.6
S -3.3746 0.4095 0.7922 -1.5 -2.1 -2.2
O -4.4808 -0.5788 0.5841 3.0 2.6 1.6
O -3.0541 1.1285 -0.3970 0.6 0.9 0.0
N -1.7769 -0.2055 1.3411 -4.2 3.5 -0.5
S -2.2457 -1.3654 2.1998 0.8 -5.2 3.9
O -3.3997 -1.1607 3.0588 0.7 0.2 -0.7
O -2.1789 -2.5859 1.4076 0.1 0.5 1.2
C -0.7809 -1.4416 3.6038 -1.0 -1.0 -2.1
F 0.2927 -2.0692 3.0327 -1.0 0.4 1.1
F -0.4164 -0.2251 3.9865 -0.1 -0.3 0.2
F -1.2413 -2.1535 4.6652 0.8 0.7 -1.0
C 1.4201 3.5241 -2.6635 1.5 -2.1 0.0
F 2.6906 3.2632 -2.2504 -1.3 0.1 0.1
F 0.8134 4.2309 -1.7594 -0.6 0.4 0.6
F 1.5176 4.1780 -3.7873 -0.5 0.2 -0.5
S 0.4087 1.8102 -2.9707 -2.8 -1.7 -0.2
O -0.9474 1.8453 -2.3433 3.1 0.6 -0.8
O 0.3805 1.6071 -4.4258 0.8 0.5 2.7
N 1.1672 0.5117 -1.9551 -0.2 3.2 -2.0
S 2.2775 -0.0781 -2.8915 2.0 -0.6 -3.5
O 1.7375 -1.1025 -3.7729 0.8 0.2 1.2
O 3.0720 0.9622 -3.5946 -1.0 -1.8 1.8
C 3.5390 -0.9076 -1.6963 -1.1 -0.3 0.0
F 4.6225 -1.2115 -2.4158 -0.6 -0.1 0.5
F 3.8494 -0.0015 -0.7729 0.3 0.1 0.2
F 3.0758 -2.0143 -1.0288 0.6 1.2 -1.2
C 0.3120 -5.9550 1.5855 0.5 -0.5 0.9
C 0.5652 -5.5393 0.1249 -0.1 -0.6 1.7
C -0.6825 -5.4777 -0.7169 0.3 -1.1 -0.5
O -0.8704 -4.1203 -0.9346 -0.9 2.5 -0.3
C 0.1258 -3.3847 -0.3832 -1.3 2.6 -1.0
O 0.2766 -2.1590 -0.4318 -0.5 -2.8 0.1
O 0.9374 -4.1940 0.1760 3.1 0.6 1.4
H 0.0665 -7.0063 1.7362 -0.2 -0.1 -0.5
H -0.4082 -5.3694 2.1570 -0.7 0.3 -0.9
H 1.1403 -5.8138 2.2798 0.8 0.0 -0.7
H 1.3784 -6.0692 -0.3711 0.0 -0.2 0.3
H -1.5007 -5.9539 -0.1766 -0.3 0.3 -0.4
H -0.4957 -5.9012 -1.7038 -0.4 -0.5 0.1
C -1.8959 6.4045 1.5275 -0.4 1.0 0.0
C -0.7803 5.4429 1.7985 -0.8 1.8 -0.7
C -1.0164 4.5436 2.9489 -0.5 0.6 1.0
O -0.5515 3.3045 2.4703 0.4 -1.7 -1.6
C -0.5645 3.3627 1.0888 0.9 -4.1 -2.7
O -0.4183 2.4302 0.2075 -0.4 4.0 5.2
O -0.7185 4.5810 0.6923 0.2 0.0 -1.0
H -1.9187 7.1104 2.3578 -0.3 0.2 0.0
H -2.8830 5.9606 1.3984 0.1 -0.5 0.4
H -1.7771 6.9680 0.6021 0.5 0.1 0.1
H 0.1650 5.9792 1.8817 0.2 -0.1 -0.1
H -2.0711 4.4882 3.2186 -0.1 -0.3 -0.1
H -0.4868 4.9393 3.8155 0.3 -0.7 0.1
C -0.8626 -3.6094 -5.0496 -0.7 0.3 0.0
C -1.9210 -2.5355 -4.9273 -0.4 -1.5 0.3
C -3.1919 -2.9909 -4.2051 -0.9 1.1 -0.1
O -2.9582 -2.6358 -2.8600 0.9 0.2 1.5
C -2.0094 -1.6672 -2.8231 0.1 0.7 2.7
O -1.7527 -0.9912 -1.8103 -0.8 -2.0 -3.2
O -1.3959 -1.5952 -3.9938 0.1 1.6 -0.3
H -0.7074 -3.9791 -4.0360 0.3 -0.3 -0.1
H 0.0467 -3.1578 -5.4462 0.0 -0.3 0.0
H -1.2847 -4.3809 -5.6936 0.4 -0.2 -0.1
H -2.2326 -2.1725 -5.9067 0.5 0.9 0.2
H -3.5497 -4.0126 -4.3324 0.6 -0.1 0.2
H -4.0387 -2.3341 -4.4042 -0.1 -0.1 -1.0
C 5.2744 1.5387 3.0285 0.4 -2.0 -0.4
C 3.8308 1.8513 3.1690 0.3 1.3 0.2
C 3.3395 2.7978 2.1138 0.1 -0.1 -0.4
O 2.4964 1.9678 1.2902 0.0 1.2 -0.7
C 2.2431 0.8468 1.9172 -3.3 -2.7 -0.9
O 1.3313 0.0360 1.5888 3.2 2.7 0.7
O 3.0227 0.6932 2.9641 0.1 -0.6 1.3
H 5.4271 0.6395 3.6254 0.5 0.2 0.5
H 5.9872 2.3295 3.2627 -0.3 0.0 0.1
H 5.4568 1.1362 2.0321 0.1 0.4 -0.4
H 3.6978 2.3829 4.1112 -0.6 -0.9 0.5
H 4.2365 3.1251 1.5881 -0.6 0.5 -0.6
H 2.7460 3.5915 2.5675 0.0 0.2 -0.5
```
Forces are in eV/Å.


Record 3
Molecular formula: C20H24CaN4O2
Method: DFT, wB97M-V/def2-TZVPD

Properties
largest force on an atom: 0.49 eV/A
gap between HOMO and LUMO: 7.3 eV
LUMO energy: 0.4 eV
highest occupied orbital energy: -6.82 eV
E: -1823.760807 Eh

The geometry in XYZ format:
```
51
Properties=species:S:1:pos:R:3:forces:R:3
Ca -0.0264 -0.5888 -0.6742 0.0 -0.2 -0.2
C -2.2144 -0.5151 1.5284 0.0 0.1 0.0
N -2.2467 -0.0647 0.1292 0.5 0.0 -0.1
C -3.2118 -0.8510 -0.6396 -0.1 0.2 0.0
C -2.3955 1.3821 0.0408 -0.1 0.1 0.2
C -3.6672 1.8986 0.2152 0.0 0.1 -0.1
C -3.9118 3.2637 0.2110 -0.1 -0.1 0.0
C -2.8320 4.1041 0.0383 0.1 0.1 0.0
C -1.5462 3.6073 -0.1133 0.0 0.0 0.0
C -1.2463 2.2298 -0.0987 0.0 0.1 0.1
N 0.0009 1.6345 -0.1905 0.0 -0.4 0.1
C 1.2594 2.1878 -0.0283 0.0 0.0 0.1
C 1.6080 3.5544 -0.0407 0.0 0.0 0.0
C 2.8920 4.0112 0.2141 -0.1 0.1 0.0
C 3.9243 3.1385 0.4897 0.1 -0.1 0.0
C 3.6374 1.7821 0.4681 0.0 0.1 -0.2
C 2.3699 1.3051 0.1838 0.0 0.1 0.2
N 2.1875 -0.1421 0.2122 -0.5 0.1 -0.1
C 3.1436 -0.8928 -0.6031 0.1 0.1 0.0
C 2.1553 -0.6645 1.5838 0.0 0.1 0.1
H -3.1944 -0.3800 2.0021 0.0 0.0 0.0
H -1.4897 0.0864 2.0791 0.0 0.0 0.0
H -1.9316 -1.5691 1.5828 0.0 0.0 0.0
H -4.2220 -0.8050 -0.2172 0.0 -0.1 0.0
H -2.8897 -1.8944 -0.6424 0.0 0.0 0.0
H -3.2584 -0.4816 -1.6644 0.0 0.0 0.0
H -4.4889 1.2074 0.3567 0.0 0.0 0.0
H -4.9136 3.6499 0.3386 0.0 0.0 0.0
H -2.9746 5.1776 0.0166 0.0 0.0 0.0
H -0.7687 4.3292 -0.2596 0.0 0.0 0.0
H 0.8718 4.2988 -0.2678 0.0 0.0 0.0
H 3.0724 5.0790 0.1918 0.0 0.0 0.0
H 4.9230 3.4926 0.7045 0.0 0.0 0.0
H 4.4236 1.0644 0.6700 0.0 0.0 0.0
H 4.1529 -0.8825 -0.1756 0.0 0.0 0.0
H 3.1920 -0.4658 -1.6043 0.0 0.0 0.0
H 2.8182 -1.9331 -0.6739 0.0 0.0 0.0
H 3.1360 -0.5700 2.0659 0.0 0.0 0.0
H 1.8598 -1.7161 1.5805 0.0 0.0 0.0
H 1.4362 -0.0914 2.1705 0.0 0.0 0.0
O 0.2351 -2.1769 -2.3969 0.0 0.2 0.1
C 0.1120 -3.1179 -1.5828 0.0 -0.2 -0.1
C 0.2406 -4.5743 -1.9741 0.0 0.0 0.0
C -0.0409 -5.3000 -0.6670 -0.1 0.0 0.0
C -0.2210 -4.1718 0.3473 0.0 0.2 0.2
O -0.4137 -4.3291 1.5302 0.0 0.0 0.0
N -0.1331 -2.9317 -0.2742 0.1 -0.3 -0.2
H 1.2448 -4.7366 -2.3675 0.0 0.0 0.0
H -0.4574 -4.7926 -2.7818 0.0 0.0 0.0
H 0.7580 -5.9585 -0.3305 0.0 0.0 0.0
H -0.9590 -5.8870 -0.6826 0.0 0.0 0.0
```
Forces are in eV/Å.


Q: Which formula does entry 3 have?
A: C20H24CaN4O2


Q: What is the largest force on an atom in the second record?
A: 6.58 eV/A


Q: Which of these has the highest E?
A: C20H24CaN4O2